No. 1
C24H24F4IrN3O3Se | ωB97M-V/def2-TZVPD

The geometry in ORCA input format:
```
! wB97M-V def2-TZVPD RIJCOSX def2/J DEFGRID3
* xyz 0 5
Ir 11.1819 14.3376 9.9368
C 12.3149 12.9662 12.7929
N 12.5479 14.2679 12.0487
C 12.2082 15.4731 12.7346
C 13.8792 14.2199 11.4935
C 14.0113 15.3381 10.4398
N 12.8158 15.4421 9.6136
C 12.8248 16.4553 8.5849
C 13.6388 16.3952 7.4158
F 14.4057 15.3430 7.1669
C 13.6460 17.4069 6.4456
F 14.7002 17.3965 5.5883
C 12.7523 18.4434 6.5491
C 11.9696 18.5802 7.6961
F 11.2720 19.6985 7.9783
C 11.9358 17.5537 8.6614
F 11.2210 17.7853 9.7780
H 13.1579 12.8827 13.4372
H 12.3354 12.1029 12.1456
H 11.3314 12.9847 13.3266
H 12.8723 15.6908 13.5243
H 11.2524 15.3232 13.2388
H 12.2576 16.3060 12.0517
H 14.0175 13.1924 11.0222
H 14.6872 14.3826 12.2066
H 14.8248 15.1114 9.7549
H 14.3186 16.3136 10.7755
H 12.8461 19.3113 5.9871
C 7.7215 17.5514 4.7145
O 6.8637 17.7651 5.8905
C 7.3822 17.2658 7.0216
C 6.6556 17.5792 8.1579
C 7.1243 17.3723 9.4192
C 8.3373 16.5578 9.5432
C 8.9197 16.4706 10.8329
C 8.5121 17.5564 11.8402
O 9.8450 15.7285 11.1864
C 8.9723 16.0706 8.3717
O 9.9820 15.2860 8.3686
C 8.5301 16.4957 7.1219
H 7.2082 17.9992 3.8684
H 7.7257 16.4904 4.5324
H 8.7095 17.9911 4.7684
H 5.8466 18.3052 8.0310
H 6.5751 17.7528 10.2868
H 8.4898 18.5960 11.4012
H 9.2483 17.4734 12.6225
H 7.5431 17.4552 12.2923
H 8.9939 16.1971 6.1921
Se 10.3061 12.1840 9.4053
C 8.3805 12.6444 9.3507
C 7.4735 12.5613 10.3941
C 6.1769 12.9996 10.1362
N 5.7581 13.5376 9.0226
C 6.6486 13.5165 7.9876
C 7.9276 13.0768 8.1040
H 7.7829 12.0967 11.3061
H 5.4408 13.0666 10.9411
H 6.2843 13.7367 6.9871
H 8.6476 13.1283 7.2955
*
```

E_HOMO (spin up / spin down) = -7.25 / -7.85 eV
Electronic energy = -114940.01117 eV
Molar mass = 749.6 g/mol
Kohn-Sham gap (spin up / spin down) = 7.72 / 6.42 eV

No. 2
C24H24F8O24 | ωB97M-V/def2-TZVPD

The geometry in ORCA input format:
```
! wB97M-V def2-TZVPD RIJCOSX def2/J DEFGRID3
* xyz 0 1
C 1.5621 4.8177 3.1927
C 0.2226 4.0839 3.3728
O 0.2635 3.1253 2.3185
C 1.1956 3.4991 1.4132
O 1.3607 3.0002 0.3462
O 1.9172 4.5478 1.8335
F -0.8254 4.8925 3.2081
H 2.3525 4.4140 3.8224
H 1.4224 5.8863 3.3369
H 0.2234 3.5494 4.3185
C 2.4983 -1.8861 2.3275
C 3.3212 -2.0433 3.6036
O 4.5737 -1.5995 3.1459
C 4.6466 -1.8354 1.7830
O 5.5847 -1.5633 1.1169
O 3.4577 -2.2719 1.3678
F 3.4503 -3.3515 3.9630
H 2.0945 -0.8834 2.1870
H 1.6862 -2.6117 2.3016
H 2.9260 -1.4611 4.4326
C 3.3875 0.4254 -1.0407
C 4.7925 0.8054 -1.3283
O 4.6978 1.4360 -2.5844
C 3.6151 0.9377 -3.2284
O 3.3860 1.0602 -4.3823
O 2.8529 0.2205 -2.3527
F 5.5739 -0.3236 -1.4893
H 2.8143 1.2418 -0.5850
H 3.2447 -0.4204 -0.3714
H 5.2925 1.4108 -0.5714
C -2.3760 4.3231 -0.3746
C -1.7829 5.7413 -0.3872
O -0.5329 5.5231 -1.0190
C -0.6283 4.4389 -1.8041
O 0.0999 4.1230 -2.6826
O -1.7611 3.7536 -1.5188
F -1.5844 6.1693 0.8948
H -3.4550 4.3519 -0.4881
H -2.0450 3.8758 0.5640
H -2.3883 6.5195 -0.8563
C -5.2885 -2.1061 -3.7927
C -3.9875 -1.3010 -3.9260
O -2.9766 -2.2640 -3.9349
C -3.5170 -3.4890 -3.5771
O -2.8780 -4.4640 -3.4146
O -4.8390 -3.3941 -3.4540
F -3.8572 -0.4246 -2.8874
H -5.7503 -2.1426 -4.7795
H -5.8936 -1.5679 -3.0668
H -4.0030 -0.7857 -4.8863
C 0.0304 -5.5978 -0.8780
C -0.8693 -4.8049 0.0631
O -0.1244 -4.7807 1.2434
C 1.1077 -5.3977 1.0742
O 1.9719 -5.4598 1.8738
O 1.1850 -5.9121 -0.1452
F -2.0720 -5.4497 0.2251
H 0.2787 -5.0150 -1.7672
H -0.5246 -6.4408 -1.2927
H -1.1147 -3.8277 -0.3502
C -2.4438 -0.2517 1.6720
C -2.4412 -1.0543 2.9871
O -2.4856 -0.0646 3.9929
C -2.3508 1.1597 3.4373
O -2.4927 2.2060 3.9761
O -2.1155 1.0253 2.1114
F -1.2972 -1.7994 3.1234
H -3.4375 -0.3171 1.2135
H -1.7737 -0.7151 0.9502
H -3.2532 -1.7777 3.0771
C -0.1988 -0.1714 -2.6418
C -0.1239 0.7578 -1.4319
O 0.5874 -0.0278 -0.5264
C 0.4765 -1.3349 -0.8439
O 0.8341 -2.2016 -0.1176
O -0.0051 -1.4648 -2.0817
F -1.3667 1.0069 -0.9082
H 0.6260 0.0788 -3.3111
H -1.1338 -0.0541 -3.1811
H 0.3805 1.7030 -1.6101
*
```

E_HOMO = -11.13 eV
Electronic energy = -96158.71444 eV
Relative energy (zero: lowest compared OMol25 entry of this formula, charge and spin) = 37.0 kJ/mol
Molar mass = 848.4 g/mol
Kohn-Sham gap = 11.16 eV
SMILES string = O=C1OC[C@@H](F)O1.O=C1OC[C@@H](F)O1.O=C1OC[C@@H](F)O1.O=C1OC[C@@H](F)O1.O=C1OC[C@@H](F)O1.O=C1OC[C@@H](F)O1.O=C1OC[C@@H](F)O1.O=C1OC[C@@H](F)O1

No. 3
C24H24N2O6ReS4 | ωB97M-V/def2-TZVPD

The geometry in ORCA input format:
```
! wB97M-V def2-TZVPD RIJCOSX def2/J DEFGRID3
* xyz 0 2
Re 0.0200 -0.8187 -0.4486
C 1.7859 1.4091 -7.0338
C 2.0755 0.8453 -5.6689
C 3.2641 0.1644 -5.4144
C 3.5296 -0.3797 -4.1712
C 2.5922 -0.2518 -3.1502
C 1.4113 0.4325 -3.3828
C 1.1578 0.9757 -4.6337
S 2.9980 -1.0457 -1.6236
O 4.3175 -0.6066 -1.2648
O 2.7305 -2.4374 -1.7759
N 1.9496 -0.4337 -0.4807
C 2.3680 0.8437 0.1330
C 1.2532 1.8341 -0.1301
O 1.3604 3.0190 -0.2546
O 0.0729 1.1837 -0.1858
H 2.7047 1.5941 -7.5889
H 1.2355 2.3474 -6.9647
H 1.1814 0.7125 -7.6186
H 3.9976 0.0632 -6.2055
H 4.4611 -0.8984 -3.9856
H 0.6843 0.5948 -2.5943
H 0.2369 1.5217 -4.8047
H 3.3100 1.2103 -0.2594
H 2.4695 0.7197 1.2129
C -2.7161 -6.6147 5.7853
C -2.2051 -6.4428 7.1909
O -2.4691 -7.2001 8.0844
S -1.0273 -5.1371 7.5740
C -0.8211 -4.2802 6.0370
C -1.5840 -3.1493 5.7589
C -1.4272 -2.4807 4.5568
C -0.5032 -2.9342 3.6132
C 0.2751 -4.0567 3.9042
C 0.1214 -4.7179 5.1107
C -0.3542 -2.2598 2.3558
C -0.2084 -1.6620 1.3075
H -3.6312 -7.1993 5.8329
H -1.9708 -7.1715 5.2130
H -2.8872 -5.6691 5.2763
H -2.3008 -2.7988 6.4903
H -2.0168 -1.5999 4.3402
H 0.9995 -4.3998 3.1777
H 0.7298 -5.5838 5.3381
O -1.9465 -0.3184 -0.9716
S -2.5316 1.0947 -0.5906
C -4.2746 0.8979 -1.0004
C -4.6052 2.0139 -1.9904
C -3.4039 2.0739 -2.9309
C -2.1844 2.1464 -2.0165
H -4.8498 0.9104 -0.0779
H -4.3391 -0.0899 -1.4608
H -4.7126 2.9653 -1.4636
H -5.5457 1.8142 -2.5013
H -3.4378 2.9219 -3.6131
H -3.3596 1.1618 -3.5297
H -2.0052 3.1424 -1.6084
H -1.2519 1.7842 -2.4408
S -0.2200 -5.1447 -2.2982
C -0.1633 -3.6745 -1.7089
N -0.1138 -2.5737 -1.2718
*
```

E_HOMO (spin up / spin down) = -7.64 / -7.50 eV
Electronic energy = -86011.55475 eV
Relative energy (zero: lowest compared OMol25 entry of this formula, charge and spin) = 54.2 kJ/mol
Molar mass = 750.9 g/mol
Kohn-Sham gap (spin up / spin down) = 6.09 / 6.11 eV

No. 4
C24H24N2O7 | ωB97M-V/def2-TZVPD

The geometry in ORCA input format:
```
! wB97M-V def2-TZVPD RIJCOSX def2/J DEFGRID3
* xyz 0 1
O 4.6241 2.9577 2.7025
C 3.9073 2.2119 2.0828
N 3.9130 0.8273 2.2025
C 2.9880 0.2070 1.3859
O 2.8186 -0.9835 1.2965
C 2.2801 1.3102 0.6860
C 1.2624 1.2617 -0.2386
C 0.7948 2.4800 -0.7415
C 1.3597 3.6875 -0.3334
C 2.3888 3.7195 0.5959
C 2.8368 2.5189 1.1076
H 2.8251 4.6538 0.9111
H 0.9772 4.5990 -0.7655
O -0.1655 2.5537 -1.7133
C -1.1851 1.6519 -1.7686
C -1.7347 1.4160 -3.0300
C -2.8160 0.5647 -3.1952
C -3.3371 -0.0469 -2.0717
C -2.7973 0.2032 -0.8075
C -1.7267 1.0481 -0.6274
H -1.3347 1.2457 0.3585
C -3.5809 -0.5734 0.1896
O -3.4543 -0.6272 1.3856
N -4.5396 -1.2485 -0.5468
C -4.4670 -0.9894 -1.9100
O -5.2054 -1.4556 -2.7404
C -5.5032 -2.1553 0.0392
H -6.3246 -2.2478 -0.6758
C -4.8890 -3.5234 0.3330
H -5.6578 -4.1578 0.7773
C -4.3500 -4.2034 -0.9248
H -3.4420 -3.7053 -1.2704
H -5.0924 -4.1342 -1.7252
C -4.0305 -5.6762 -0.6608
O -5.1677 -6.4222 -0.2995
H -5.8205 -6.3467 -1.0051
H -3.3435 -5.7677 0.1836
H -3.5511 -6.1141 -1.5486
H -4.0853 -3.4072 1.0622
H -5.8678 -1.7056 0.9663
H -3.2373 0.3805 -4.1707
H -1.2934 1.9183 -3.8765
H 0.8579 0.3180 -0.5718
C 4.8557 0.1192 3.0368
H 4.2955 -0.5550 3.6922
C 5.8684 -0.7001 2.2348
H 5.3282 -1.4107 1.6074
C 6.8262 0.1257 1.3715
H 7.6864 -0.5029 1.1329
H 7.1909 0.9823 1.9452
C 6.2432 0.6260 0.0429
O 5.5328 1.8410 0.1293
H 6.1109 2.5137 0.5095
H 5.5309 -0.0996 -0.3579
H 7.0604 0.7392 -0.6845
H 6.4567 -1.2714 2.9558
H 5.3621 0.8757 3.6424
*
```

E_HOMO = -9.07 eV
Electronic energy = -42592.07824 eV
Relative energy (zero: lowest compared OMol25 entry of this formula, charge and spin) = 16.7 kJ/mol
Molar mass = 452.5 g/mol
Kohn-Sham gap = 8.57 eV
SMILES string = O=C1c2ccc(Oc3ccc4c(c3)C(=O)N(CCCCO)C4=O)cc2C(=O)N1CCCCO

No. 5
C24H24N3PS2 | ωB97M-V/def2-TZVPD

The geometry in ORCA input format:
```
! wB97M-V def2-TZVPD RIJCOSX def2/J DEFGRID3
* xyz 2 1
S 7.0919 -5.0070 3.3153
P 5.3436 -5.1316 2.4956
C 5.0526 -3.9389 1.1472
C 6.0167 -2.9715 0.9168
C 5.8695 -2.0231 -0.0936
C 4.7241 -2.0329 -0.8695
C 3.7542 -2.9995 -0.6426
C 3.8963 -3.9649 0.3556
N 2.8820 -4.9294 0.5253
C 1.5635 -4.4297 0.5921
C 0.6798 -4.8424 1.5846
C -0.6092 -4.3377 1.5997
C -1.0511 -3.4280 0.6477
C -0.1678 -3.0155 -0.3417
C 1.1215 -3.5240 -0.3715
S 2.2816 -3.0753 -1.6368
H 5.1085 -6.3808 1.8893
H 4.2627 -4.9721 3.3861
H 6.9060 -2.9425 1.5275
H 6.6495 -1.3002 -0.2576
H 4.5550 -1.3193 -1.6614
H 3.0508 -5.5391 1.3122
H 0.9884 -5.5602 2.3289
H -1.2850 -4.6622 2.3761
H -2.0519 -3.0294 0.6517
H -0.4539 -2.3111 -1.1102
C -6.0943 6.4524 1.4575
N -5.1163 5.5520 0.7954
C -4.4832 5.9809 -0.3090
C -3.5479 5.1923 -0.9373
C -3.2451 3.9341 -0.4209
C -3.9277 3.5103 0.7151
C -4.8598 4.3374 1.3031
C -2.2124 3.0703 -1.0494
C -1.1221 2.6199 -0.3122
C -0.1890 1.7953 -0.9033
N -0.3216 1.4169 -2.1825
C -1.3567 1.8477 -2.9218
C -2.3125 2.6764 -2.3822
C 0.6704 0.4975 -2.7958
H -6.8599 6.7244 0.7358
H -5.5653 7.3355 1.8068
H -6.5448 5.9349 2.2972
H -4.7399 6.9680 -0.6671
H -3.0491 5.5758 -1.8169
H -3.7488 2.5357 1.1480
H -5.4096 4.0444 2.1856
H -0.9817 2.9094 0.7202
H 0.6706 1.4229 -0.3649
H -1.3995 1.5062 -3.9466
H -3.1386 2.9936 -3.0038
H 1.0906 0.9756 -3.6769
H 0.1597 -0.4242 -3.0632
H 1.4549 0.2829 -2.0777
*
```

E_HOMO = -11.56 eV
Electronic energy = -60692.47915 eV
Molar mass = 449.6 g/mol
Kohn-Sham gap = 3.75 eV

No. 6
C24H24N4O5S | ωB97M-V/def2-TZVPD

The geometry in ORCA input format:
```
! wB97M-V def2-TZVPD RIJCOSX def2/J DEFGRID3
* xyz 0 1
C -1.3302 -2.2980 1.8595
C -1.1566 -0.8264 1.5197
H -1.5329 -0.1982 2.3339
H -1.6597 -0.5599 0.5870
O 0.2182 -0.5054 1.2972
C 0.9374 -0.1117 2.3421
O 0.5753 -0.1332 3.4870
C 2.3319 0.3210 1.9197
H 2.9837 -0.5505 1.8493
H 2.7266 1.0269 2.6485
S 2.3181 1.0591 0.2608
C 0.9238 2.0718 0.4766
N 0.4489 2.2785 1.6469
C -0.6985 3.0220 1.7971
C -1.1899 3.2243 3.0876
C -2.3446 3.9536 3.2749
C -3.0331 4.4893 2.1894
C -2.5681 4.2926 0.9061
C -1.3994 3.5645 0.6986
C -0.8755 3.2887 -0.6107
N -1.3504 3.5667 -1.7595
C -0.4965 2.9643 -2.7497
C 0.6638 2.3510 -1.9764
O 1.6286 1.7489 -2.3756
N 0.3427 2.5796 -0.6578
C -1.2256 1.8340 -3.5046
H -0.6632 1.5782 -4.4020
C -1.3948 0.6170 -2.5993
O -1.9473 0.6701 -1.5178
N -0.9093 -0.5327 -3.1116
H -0.3495 -0.5189 -3.9488
C -1.0548 -1.7995 -2.4334
C 0.1963 -2.3142 -1.7618
C 1.3578 -1.5618 -1.6608
C 2.4594 -2.0594 -0.9968
C 2.4281 -3.3227 -0.4098
C 1.2740 -4.0900 -0.5243
C 0.1760 -3.5817 -1.1965
H -0.7172 -4.1862 -1.2773
H 1.2129 -5.0771 -0.0930
O 3.5618 -3.7068 0.2444
C 3.5990 -4.9849 0.8298
H 3.4663 -5.7741 0.0824
H 2.8396 -5.0931 1.6113
H 4.5881 -5.0765 1.2759
H 3.3606 -1.4726 -0.9180
H 1.4155 -0.5742 -2.0899
H -1.8315 -1.6518 -1.6749
H -1.4172 -2.5422 -3.1542
H -2.2162 2.2007 -3.7778
H -0.1596 3.7205 -3.4647
H -3.0853 4.6872 0.0461
H -3.9370 5.0560 2.3545
H -2.7216 4.1082 4.2752
H -0.6496 2.7911 3.9142
H -0.8458 -2.5188 2.8079
H -0.8851 -2.9141 1.0817
H -2.3882 -2.5295 1.9417
*
```

E_HOMO = -8.17 eV
Electronic energy = -52312.29415 eV
Relative energy (zero: lowest compared OMol25 entry of this formula, charge and spin) = 118.3 kJ/mol
Molar mass = 480.5 g/mol
Kohn-Sham gap = 8.21 eV
SMILES string = CCOC(=O)CSC1=Nc2ccccc2C2=N[C@H](CC(=O)NCc3ccc(OC)cc3)C(=O)N12

No. 7
C24H24N5O2ReS2 | ωB97M-V/def2-TZVPD

The geometry in ORCA input format:
```
! wB97M-V def2-TZVPD RIJCOSX def2/J DEFGRID3
* xyz 1 2
Re -0.1480 -0.1643 -0.8836
C 0.4177 -0.4259 7.5460
C 0.0887 -0.4058 6.0796
C -0.1039 0.7980 5.4024
C -0.3870 0.8172 4.0489
C -0.4903 -0.3923 3.3726
C -0.3104 -1.6116 4.0200
C -0.0256 -1.6045 5.3728
S -0.6687 -0.3944 1.6533
O -1.5654 0.6510 1.1585
O -1.0078 -1.7374 1.1960
N 0.7268 -0.0255 0.9317
C 2.0929 -0.3434 1.0665
C 2.8492 -0.3939 2.1967
C 4.2540 -0.5509 2.0881
C 4.8674 -0.6550 0.8753
C 4.0921 -0.6561 -0.3136
C 4.6336 -0.7712 -1.6159
C 3.7992 -0.7700 -2.6936
C 2.4110 -0.6606 -2.5040
N 1.8693 -0.5375 -1.3117
C 2.7045 -0.5268 -0.2034
H 0.5043 0.5803 7.9516
H 1.3570 -0.9523 7.7207
H -0.3569 -0.9545 8.1041
H -0.0299 1.7324 5.9444
H -0.5310 1.7527 3.5231
H -0.3986 -2.5363 3.4668
H 0.1133 -2.5440 5.8937
H 2.3824 -0.2850 3.1676
H 4.8495 -0.5619 2.9914
H 5.9448 -0.7279 0.8008
H 5.7054 -0.8616 -1.7405
H 4.1833 -0.8572 -3.6998
H 1.7236 -0.6835 -3.3392
N -1.1018 -0.6917 -2.2882
C -1.9680 -1.1760 -3.2444
C -2.3133 -2.5304 -3.2821
C -3.2240 -2.9883 -4.2182
C -3.7964 -2.1150 -5.1348
C -3.4350 -0.7745 -5.1167
C -2.5230 -0.3050 -4.1863
H -1.8601 -3.1975 -2.5590
H -3.4903 -4.0374 -4.2313
H -4.5118 -2.4764 -5.8608
H -3.8639 -0.0898 -5.8374
H -2.2134 0.7341 -4.1748
C -2.4297 4.3361 -3.4542
N -1.2403 3.6666 -2.9507
C -1.2419 2.7296 -2.0126
N -2.3999 2.2763 -1.5557
S 0.2766 2.1983 -1.3774
H -2.1344 5.0087 -4.2524
H -2.9178 4.9180 -2.6708
H -3.1395 3.6159 -3.8640
H -0.3343 3.9828 -3.2559
H -3.2827 2.5731 -1.9360
H -2.4014 1.6024 -0.8035
*
```

E_HOMO (spin up / spin down) = -9.05 / -10.41 eV
Electronic energy = -60617.75195 eV
Relative energy (zero: lowest compared OMol25 entry of this formula, charge and spin) = 180.8 kJ/mol
Molar mass = 664.8 g/mol
Kohn-Sham gap (spin up / spin down) = 5.83 / 7.21 eV

No. 8
C24H25Br2N2O5PtS | ωB97M-V/def2-TZVPD

The geometry in ORCA input format:
```
! wB97M-V def2-TZVPD RIJCOSX def2/J DEFGRID3
* xyz -1 1
Pt -0.1020 0.0331 -0.1144
Br 0.7503 -3.3575 2.0184
C -0.6329 -2.1739 2.5296
C -1.6937 -2.6589 3.2683
C -2.6104 -1.7425 3.7615
C -2.3987 -0.3948 3.5079
C -1.3251 -0.0249 2.7162
N -0.4596 -0.9066 2.1983
C -1.0329 1.4514 2.3942
O -1.6099 2.2986 3.0637
O -0.1972 1.6284 1.4749
H -1.7891 -3.7136 3.4623
H -3.4490 -2.0762 4.3533
H -3.0442 0.3806 3.8921
C 1.6081 -4.4611 -3.1789
N 1.0854 -3.1368 -2.9426
C -0.0575 -2.8526 -3.7863
C 0.8972 -2.7906 -1.5314
C -0.5111 -2.8708 -0.9949
C -1.1934 -4.0797 -0.9562
C -2.4908 -4.1447 -0.4829
C -3.1270 -2.9888 -0.0678
C -2.4413 -1.7839 -0.0809
C -1.1167 -1.7015 -0.5126
H 1.8628 -4.5395 -4.2381
H 0.9006 -5.2702 -2.9400
H 2.5142 -4.6002 -2.5894
H 0.2631 -2.9012 -4.8311
H -0.4119 -1.8497 -3.5585
H -0.8867 -3.5623 -3.6494
H 1.2166 -1.7407 -1.3857
H 1.5557 -3.4291 -0.9360
H -0.6997 -4.9868 -1.2760
H -3.0064 -5.0955 -0.4432
H -4.1495 -3.0226 0.2864
H -2.9485 -0.8935 0.2805
C 2.4528 -0.2461 -3.3045
S 0.9971 0.8722 -3.3676
C 0.7734 0.6562 -5.1995
O -0.1392 0.0888 -2.8170
H 3.1620 0.0781 -4.0556
H 2.1246 -1.2683 -3.4694
H 2.8851 -0.1369 -2.3178
H 1.5937 1.1697 -5.6861
H -0.1635 1.1370 -5.4573
H 0.7409 -0.3904 -5.4750
Br -2.2233 6.5704 0.8055
C -1.9864 4.7956 0.1529
C -3.0800 3.9515 0.1250
C -2.9304 2.6850 -0.4134
C -1.7009 2.2743 -0.9041
C -0.5991 3.1224 -0.8147
C -0.7448 4.4023 -0.2996
C 0.7581 2.7181 -1.3532
O 1.3230 3.4944 -2.1187
O 1.2211 1.5727 -1.0469
H -4.0313 4.2843 0.5097
H -3.7853 2.0227 -0.4473
H -1.6127 1.3063 -1.3966
H 0.1119 5.0595 -0.2676
*
```

E_HOMO (spin up / spin down) = -4.74 / -4.75 eV
Electronic energy = -192677.53158 eV
Molar mass = 808.4 g/mol
Kohn-Sham gap (spin up / spin down) = 6.61 / 6.60 eV